one | 7
Properties=species:S:1:pos:R:3:nbo_charge:R:1 method="wB97M-V/def2-TZVPD" homo_lumo_gap_ev=8.54
C -0.795 -0.672 0.390 0.66
N -0.754 0.556 -0.105 0.11
O -0.155 -1.639 0.568 -0.44
O -0.936 1.681 0.282 -0.18
F 2.222 0.678 -0.340 -0.57
Cl -2.650 -0.791 -0.203 -0.16
H 3.068 0.187 -0.592 0.57

---

two | 7
Properties=species:S:1:pos:R:3:nbo_charge:R:1 method="wB97M-V/def2-TZVPD" smiles="O=C(Cl)N(O)F" homo_lumo_gap_ev=10.63
C -0.498 -0.567 -0.322 0.50
N 0.228 0.069 0.689 0.16
O -0.077 -0.425 -1.452 -0.56
O 1.116 1.069 0.052 -0.54
F -0.209 0.719 1.822 -0.17
Cl -1.773 -1.530 0.072 0.10
H 1.212 0.665 -0.862 0.50

---

Short version: two is the least stable of them.

---

one | 14
Properties=species:S:1:pos:R:3:nbo_charge:R:1 method="wB97M-V/def2-TZVPD" total_charge=-1 homo_lumo_gap_ev=5.35
C -0.179 2.767 1.844 -0.75
S -1.521 1.904 0.975 -0.73
H 0.777 2.237 1.549 0.17
H -0.044 3.846 1.592 0.16
H -0.201 2.754 2.962 0.16
C 1.457 -1.970 -0.672 -0.79
S 0.499 -1.348 -2.061 0.15
C -1.178 -1.131 -1.413 -0.75
H 1.634 -1.174 0.042 0.22
H 2.460 -1.871 -1.020 0.24
H 0.917 -2.703 -0.006 0.23
H -1.828 -1.941 -1.752 0.19
H -1.289 -1.194 -0.323 0.25
H -1.504 -0.177 -1.715 0.25

---

two | 14
Properties=species:S:1:pos:R:3:nbo_charge:R:1 method="wB97M-V/def2-TZVPD" total_charge=-1 homo_lumo_gap_ev=5.20
C 0.536 -2.125 -0.306 -0.74
S 2.372 -2.780 -0.671 -0.77
H 0.711 -2.032 0.732 0.20
H -0.089 -3.106 -0.355 0.18
H -0.039 -1.330 -0.813 0.15
C -1.385 1.175 1.039 -0.80
S -0.701 2.482 0.017 0.15
C 0.548 1.439 -0.870 -0.71
H -1.848 0.284 0.500 0.23
H -0.766 0.509 1.720 0.23
H -2.011 1.668 1.806 0.22
H 1.391 1.469 -0.036 0.22
H 1.147 1.824 -1.765 0.24
H 0.134 0.523 -0.997 0.21

---

three | 14
Properties=species:S:1:pos:R:3:nbo_charge:R:1 method="wB97M-V/def2-TZVPD" total_charge=-1 homo_lumo_gap_ev=6.71
C 1.069 2.149 1.737 -0.73
S 1.291 1.490 0.069 -0.31
H 1.701 3.024 1.879 0.19
H 0.033 2.471 1.842 0.20
H 1.298 1.395 2.488 0.21
H 0.347 0.385 0.408 0.16
C -1.015 -1.063 -1.723 -0.62
C -0.364 -1.765 -0.507 -0.52
S -0.782 -0.915 1.041 -0.53
H -0.737 -0.009 -1.741 0.21
H -2.102 -1.141 -1.691 0.19
H -0.682 -1.501 -2.676 0.17
H 0.717 -1.748 -0.641 0.18
H -0.774 -2.772 -0.485 0.18

---

Short version: two is the least stable of them.

---

one | 10
Properties=species:S:1:pos:R:3:nbo_charge:R:1 method="wB97M-V/def2-TZVPD" smiles="NNC(N)=S" homo_lumo_gap_ev=9.27
C -0.334 -0.399 0.291 0.27
H 0.514 2.069 0.494 0.36
H -0.548 2.064 -0.692 0.35
H 0.708 0.034 -1.447 0.39
H 0.881 -2.028 -0.156 0.39
H -0.467 -2.331 0.922 0.42
N 0.384 1.755 -0.442 -0.63
N 0.418 0.389 -0.530 -0.46
N 0.029 -1.707 0.280 -0.80
S -1.585 0.155 1.280 -0.29

---

two | 10
Properties=species:S:1:pos:R:3:nbo_charge:R:1 method="wB97M-V/def2-TZVPD" homo_lumo_gap_ev=9.24
C 0.010 0.464 -0.399 0.49
H -1.704 -0.482 0.149 0.45
H -1.429 0.043 -1.941 0.40
H 0.825 2.042 -1.573 0.36
H 1.469 0.189 0.755 0.42
H 0.217 -1.705 2.382 0.11
N -1.074 -0.078 -0.687 -0.81
N 0.753 1.417 -0.589 -0.77
N 0.384 -0.088 0.795 -0.77
S 0.550 -1.801 1.109 0.12

---

Short version: two is the least stable of them.